{"formula": "C27H51BNO13P2", "method": "ωB97M-V with the def2-TZVPD basis set", "species": ["H", "O", "H", "C", "H", "C", "H", "C", "C", "C", "C", "H", "H", "H", "H", "H", "C", "H", "H", "H", "O", "C", "O", "C", "H", "H", "H", "H", "C", "H", "H", "H", "C", "O", "P", "H", "C", "H", "H", "P", "C", "H", "H", "H", "O", "H", "O", "C", "H", "C", "O", "H", "C", "H", "O", "C", "C", "H", "H", "H", "O", "C", "N", "O", "H", "H", "H", "O", "B", "H", "H", "H", "H", "C", "H", "C", "H", "C", "H", "H", "C", "O", "C", "H", "H", "H", "H", "C", "C", "H", "H", "C", "H", "O", "H"], "coordinates": [[3.471, 3.706, 0.215], [1.648, -0.630, -1.247], [1.210, 2.425, -3.266], [0.940, 1.348, -3.223], [0.403, 1.115, -4.157], [4.143, 2.997, -0.327], [-4.744, -2.000, -2.320], [-0.986, 1.138, 0.692], [1.020, -2.180, 3.020], [3.962, -6.219, 4.584], [0.144, 0.964, -1.903], [1.564, -3.154, 3.051], [-2.616, -2.561, -1.664], [-0.188, -0.858, 0.084], [1.330, -1.609, 3.924], [-3.415, 5.091, -1.381], [-4.061, -1.184, -2.639], [1.838, -3.082, -1.269], [-2.079, 0.078, 2.344], [0.341, 2.567, 1.868], [1.659, -3.745, 6.046], [3.265, -4.958, 4.846], [-3.811, 2.216, 1.840], [1.937, -6.085, 6.596], [-5.086, -0.230, 0.634], [2.823, -3.118, 0.258], [-0.122, -1.184, -2.650], [-1.547, 1.575, -4.998], [2.616, -7.351, 6.317], [-4.263, -0.273, -2.034], [-0.839, 1.686, 2.887], [3.552, -4.100, 4.254], [2.784, -2.733, -0.788], [-4.697, 0.582, 0.294], [-0.278, 3.920, -1.479], [3.692, -0.929, -1.542], [3.562, -7.418, 5.376], [-1.123, -0.042, -3.475], [-3.228, 4.076, -5.469], [-2.340, 2.251, -2.779], [-0.693, 2.156, 1.891], [-2.107, -1.995, -3.268], [3.257, -0.867, 0.211], [1.568, 0.545, 2.170], [-1.833, -0.621, -1.664], [-0.072, -2.400, 3.003], [1.337, 4.293, -1.638], [0.188, 0.152, 0.388], [-0.417, 5.024, -3.328], [-0.706, -0.249, -2.453], [1.386, -1.551, 1.784], [3.960, 1.240, -1.567], [2.073, 1.599, -0.353], [-2.215, -0.767, 0.784], [1.081, -5.972, 7.451], [-1.876, 2.539, -4.535], [-3.873, 2.989, -2.096], [-4.866, 4.330, -0.706], [-4.036, 2.505, -4.886], [1.916, 0.802, -3.282], [4.839, -6.319, 3.749], [3.264, 2.044, -1.252], [1.102, 0.555, -0.779], [4.200, -8.570, 5.099], [-1.067, 3.295, -4.707], [1.034, -3.963, 6.761], [1.484, 2.453, 0.070], [-0.689, 4.516, -0.141], [-3.613, 1.028, 1.094], [4.831, -8.354, 4.390], [4.716, 2.388, 0.408], [2.658, 1.268, 0.544], [0.061, -0.272, 2.523], [-0.854, 2.124, -1.541], [4.832, 3.626, -0.931], [-2.580, -1.648, -2.311], [2.320, -8.212, 6.899], [-3.804, 4.116, -1.007], [-4.485, 3.406, -2.938], [-3.287, 3.828, -0.070], [-2.203, 0.250, 1.241], [-1.570, 1.908, -0.339], [-3.162, 2.975, -5.385], [-4.749, 2.328, 2.032], [-1.410, 3.005, 1.835], [1.583, 4.492, -2.553], [3.033, 2.649, -2.145], [2.318, -4.892, 5.784], [0.864, -0.205, 1.743], [3.656, -3.169, -1.317], [-4.514, 2.175, -1.670], [2.882, -1.146, -0.798], [-4.156, -0.983, -3.728], [-1.050, 4.956, -2.597], [-3.034, 2.507, -6.390]], "mulliken_charge": [0.318, -0.154, 0.224, -1.531, 0.400, -1.416, 0.304, 1.364, -0.750, 0.884, 1.502, 0.112, 0.412, 0.030, 0.378, 0.288, -0.777, 0.194, 0.240, 0.405, -0.526, -0.845, -0.608, 0.915, 0.314, 0.186, 0.771, 0.397, -0.909, 0.029, 0.421, 0.529, -1.045, -0.586, 0.769, 0.518, 0.371, 0.987, 0.295, 0.299, -1.355, 0.369, 0.239, 0.334, 0.070, 0.349, -0.563, -0.490, 0.367, -2.928, -0.215, 0.290, -0.819, 0.250, -0.602, -0.503, -0.349, 0.416, 0.281, 0.342, -0.614, -0.528, 1.751, -0.548, 0.246, 0.346, 0.317, -0.780, 0.675, 0.352, 0.389, 0.540, 0.658, 0.573, 0.396, -0.630, 0.422, -1.111, 0.604, 0.143, -1.567, 0.058, -1.216, 0.306, 0.216, 0.354, 0.369, 0.253, -1.492, 0.348, 0.164, -0.329, 0.307, -0.557, 0.393], "charge": 1, "orbital_gap_ev": 6.5, "e_lumo_ev": -3.1, "largest_force_ev_per_a": 6.3}